Computed, not measured: an isolated molecule of C5H5N, with ωB97M-V with the def2-TZVPD basis set.

As for the SMILES: C1=CCC=CN=1. The value obtained for the strongest force on any atom is 2.244 eV/A. Its lowest unoccupied orbital energy (spin up / spin down) is -0.098 / -0.628 eV. The value obtained for the HOMO energy (spin up / spin down) is -7.71 / -8.24 eV.

Atoms and positions in Å:
N1 0.287 -1.760 -0.036
C1 0.988 0.511 0.079
C2 1.300 -0.776 -0.158
C3 -0.903 -1.404 -0.320
C4 -0.456 0.877 0.214
C5 -1.343 -0.098 -0.455
H1 2.319 -1.139 -0.158
H2 1.766 1.249 0.277
H3 -2.348 0.212 -0.685
H4 -0.688 1.947 0.154
H5 -0.952 0.406 1.107

natural (NBO) population analysis, charges in e, atoms 1 to 6: N -0.433; C -0.203; C -0.031; C 0.247; C -0.510; C -0.246



Computed, not measured: a structure of composition C5H5N, with ωB97M-V with the def2-TZVPD basis set.

The value obtained for the strongest force on any atom is 6.110 eV/A. Its lowest unoccupied orbital energy is -0.199 eV. The value obtained for the HOMO energy is -9.20 eV.

Atoms and positions in Å:
N1 -1.515 0.129 1.453
C1 -0.083 -0.009 -1.491
C2 -0.415 -0.440 1.327
C3 0.925 0.873 -0.817
C4 0.663 -0.506 -0.366
C5 1.676 1.873 -0.499
H1 -1.690 0.393 2.411
H2 0.220 -0.318 -2.397
H3 0.249 -0.836 2.042
H4 1.249 -1.347 -0.248
H5 -1.279 0.188 -1.416

natural (NBO) population analysis, charges in e, atoms 1 to 6: N -0.637; C -0.362; C 0.198; C -0.462; C -0.177; C 0.230



Computed, not measured: an isolated molecule of C5H5N, with ωB97M-V with the def2-TZVPD basis set.

As for the SMILES: C1=CN2[C@@H]3[C@H]1[C@@H]32. The value obtained for the strongest force on any atom is 0.515 eV/A. Its lowest unoccupied orbital energy is 1.202 eV. The value obtained for the HOMO energy is -8.76 eV.

Atoms and positions in Å:
N1 -0.563 -0.898 -0.675
C1 0.513 -1.300 0.224
C2 1.062 -0.219 0.771
C3 0.167 0.893 0.276
C4 -1.188 0.266 -0.031
C5 -0.285 0.500 -1.102
H1 0.604 -2.357 0.425
H2 -0.254 0.929 -2.095
H3 0.228 1.935 0.581
H4 -2.229 0.361 0.243
H5 1.946 -0.111 1.382

natural (NBO) population analysis, charges in e, atoms 1 to 6: N -0.407; C -0.044; C -0.254; C -0.269; C -0.081; C -0.077



Computed, not measured: an isolated molecule of C5H5N, with ωB97M-V with the def2-TZVPD basis set.

As for the SMILES: C1=C(C2=NC2)C1. The value obtained for the strongest force on any atom is 5.454 eV/A. Its lowest unoccupied orbital energy is 0.723 eV. The value obtained for the HOMO energy is -9.51 eV.

Atoms and positions in Å:
N1 -2.822 0.158 -0.617
C1 1.410 0.031 0.289
C2 0.238 0.464 -0.192
C3 1.246 1.472 -0.427
C4 -1.536 0.382 -0.238
C5 -2.594 0.671 0.734
H1 1.280 2.269 0.259
H2 1.990 -0.462 1.013
H3 1.716 1.640 -1.457
H4 -2.642 -0.062 1.583
H5 -3.083 1.646 1.067

natural (NBO) population analysis, charges in e, atoms 1 to 6: N -0.309; C -0.180; C 0.019; C -0.407; C 0.245; C -0.321



Computed, not measured: an isolated molecule of C5H5N, with ωB97M-V with the def2-TZVPD basis set.

As for the SMILES: CC#CC=C=N. The value obtained for the strongest force on any atom is 0.635 eV/A. Its lowest unoccupied orbital energy is 0.912 eV. The value obtained for the HOMO energy is -8.33 eV.

Atoms and positions in Å:
N1 3.353 0.470 -0.467
C1 2.373 0.219 0.220
C2 -2.485 -0.291 -0.537
C3 0.009 -0.204 0.411
C4 -1.119 -0.232 -0.018
C5 1.332 -0.142 0.948
H1 1.502 -0.349 2.002
H2 -3.162 -0.705 0.218
H3 3.588 1.461 -0.542
H4 -2.855 0.703 -0.812
H5 -2.537 -0.929 -1.424

natural (NBO) population analysis, charges in e, atoms 1 to 6: N -0.615; C 0.469; C -0.683; C -0.049; C 0.022; C -0.490



Computed, not measured: the ion C5H5N2O with charge +1, with ωB97M-V with the def2-TZVPD basis set.

As for the SMILES: C=C/N=C/C=[N+]=C=O. The value obtained for the strongest force on any atom is 1.528 eV/A. As for the charge: +1. Its lowest unoccupied orbital energy (spin up / spin down) is -7.279 / -7.279 eV. The value obtained for the HOMO energy (spin up / spin down) is -14.43 / -14.43 eV.

Atoms and positions in Å:
O1 2.106 -0.352 2.481
N1 -0.222 -0.103 -0.215
N2 1.074 1.533 1.540
C1 -0.316 -2.241 -1.116
C2 0.215 1.997 0.676
C3 1.550 0.485 1.953
C4 -0.844 -0.997 -0.994
C5 -0.501 1.165 -0.213
H1 -1.744 -0.719 -1.547
H2 0.073 3.073 0.681
H3 0.608 -2.491 -0.618
H4 -0.775 -2.986 -1.746
H5 -1.222 1.636 -0.882

natural (NBO) population analysis, charges in e, atoms 1 to 6: O -0.322; N -0.267; N -0.512; C -0.122; C 0.295; C 0.972



Computed, not measured: the ion C5H5N2O3S with charge -1, with ωB97M-V with the def2-TZVPD basis set.

The value obtained for the strongest force on any atom is 4.404 eV/A. As for the charge: -1. Its lowest unoccupied orbital energy is 3.551 eV. The value obtained for the HOMO energy is -5.04 eV.

Atoms and positions in Å:
S1 1.210 -0.240 1.370
O1 2.258 -1.311 1.593
O2 -1.666 2.818 -0.810
O3 -0.509 2.098 1.002
N1 0.741 -0.381 -0.212
N2 0.370 -0.727 -2.396
C1 -0.360 -0.811 2.187
C2 0.946 -1.078 -1.285
C3 -0.946 2.018 -0.164
C4 -0.345 0.432 -2.339
C5 -0.453 0.967 -1.135
H1 -0.318 -1.779 2.832
H2 1.606 -1.962 -1.401
H3 -0.804 0.089 2.775
H4 -0.946 -1.011 1.262
H5 -0.784 0.877 -3.280

natural (NBO) population analysis, charges in e, atoms 1 to 6: S 1.471; O -1.007; O -0.707; O -0.735; N -0.751; N -0.567



Computed, not measured: the ion C5H5N2S2 with charge +1, with ωB97M-V with the def2-TZVPD basis set.

The value obtained for the strongest force on any atom is 1.750 eV/A. As for the charge: +1. Its lowest unoccupied orbital energy (spin up / spin down) is -5.953 / -6.613 eV. The value obtained for the HOMO energy (spin up / spin down) is -12.67 / -13.15 eV.

Atoms and positions in Å:
S1 2.630 0.870 0.154
S2 1.696 -1.924 -0.118
N1 -0.688 -2.434 0.161
N2 -1.173 -0.193 -0.135
C1 0.085 0.376 -0.122
C2 -1.509 -1.473 0.097
C3 1.540 2.174 -0.012
C4 0.241 1.776 -0.127
C5 1.325 -0.284 -0.002
H1 -1.927 0.478 -0.220
H2 -0.578 2.468 -0.228
H3 -0.970 -3.379 0.366
H4 1.911 3.180 -0.029
H5 -2.585 -1.636 0.217

natural (NBO) population analysis, charges in e, atoms 1 to 6: S 0.551; S 0.516; N -0.611; N -0.531; C 0.178; C 0.319



Question: Which formula does entry 3 have?
Answer: C5H5N



Repeat the fourth record exactly.
Computed, not measured: an isolated molecule of C5H5N, with ωB97M-V with the def2-TZVPD basis set.

As for the SMILES: C1=C(C2=NC2)C1. The value obtained for the strongest force on any atom is 5.454 eV/A. Its lowest unoccupied orbital energy is 0.723 eV. The value obtained for the HOMO energy is -9.51 eV.

Atoms and positions in Å:
N1 -2.822 0.158 -0.617
C1 1.410 0.031 0.289
C2 0.238 0.464 -0.192
C3 1.246 1.472 -0.427
C4 -1.536 0.382 -0.238
C5 -2.594 0.671 0.734
H1 1.280 2.269 0.259
H2 1.990 -0.462 1.013
H3 1.716 1.640 -1.457
H4 -2.642 -0.062 1.583
H5 -3.083 1.646 1.067

natural (NBO) population analysis, charges in e, atoms 1 to 6: N -0.309; C -0.180; C 0.019; C -0.407; C 0.245; C -0.321